This record from OMol25 describes C27H37FIN6O5PRu as an isolated structure. The level of theory is ωB97M-V/def2-TZVPD.

```
! RIJCOSX wB97M-V def2-TZVPD def2/J DEFGRID3
* xyz 3 2
Ru -1.198 0.946 2.927
C -1.521 -3.882 4.308
O -1.007 -2.852 5.159
C -0.962 -1.624 4.710
O -1.335 -1.285 3.579
N -0.520 -0.743 5.634
N -0.229 0.574 5.247
H -1.625 -4.755 4.948
H -0.818 -4.092 3.501
H -2.486 -3.594 3.892
H -0.119 -1.122 6.489
H 0.764 0.645 4.943
H -0.395 1.207 6.025
F -0.599 0.518 -4.406
C 0.323 0.133 -3.503
C 0.008 0.326 -2.187
C 0.928 0.040 -1.175
C 0.588 0.258 0.217
O -0.589 0.440 0.591
C 1.704 0.204 1.112
C 2.915 -0.263 0.692
N 3.149 -0.654 -0.573
C 4.434 -1.211 -0.911
C 5.049 -2.223 0.007
C 4.526 -2.653 -1.327
C 2.198 -0.448 -1.546
C 2.467 -0.712 -2.894
C 1.558 -0.432 -3.916
N 1.830 -0.728 -5.232
C 0.810 -0.632 -6.271
C 1.270 -1.357 -7.540
N 2.068 -2.547 -7.152
C 3.354 -2.145 -6.504
C 3.167 -0.803 -5.775
C 1.418 0.656 2.534
O 1.788 -0.020 3.487
O 0.778 1.757 2.600
H -0.954 0.741 -1.935
H 3.738 -0.350 1.388
H 5.084 -0.493 -1.401
H 4.489 -2.527 0.878
H 6.114 -2.176 0.173
H 3.618 -3.237 -1.339
H 5.229 -2.920 -2.102
H 3.422 -1.144 -3.134
H 0.577 0.410 -6.527
H -0.106 -1.095 -5.900
H 1.886 -0.719 -8.176
H 0.394 -1.661 -8.115
H 2.255 -3.137 -7.972
H 1.513 -3.105 -6.493
H 4.126 -2.042 -7.267
H 3.656 -2.931 -5.809
H 3.326 0.032 -6.468
H 3.919 -0.712 -4.995
C -3.371 0.603 -0.254
P -2.960 1.601 1.222
C -2.016 3.065 0.621
C -4.612 2.300 1.597
H -3.548 1.273 -1.097
H -4.278 0.043 -0.038
H -2.569 -0.094 -0.483
H -2.692 3.895 0.422
H -1.477 2.801 -0.285
H -1.276 3.372 1.371
H -5.039 2.672 0.666
H -4.546 3.107 2.320
H -5.262 1.523 1.993
I -3.744 6.387 5.247
C -3.718 4.276 5.108
C -4.753 3.495 5.612
C -4.710 2.122 5.425
C -3.633 1.572 4.749
N -2.631 2.326 4.295
C -2.657 3.639 4.464
H -5.582 3.948 6.134
H -5.513 1.497 5.782
H -3.564 0.501 4.562
H -1.827 4.211 4.071
*
```

Output
⟨S²⟩ ... 0.808
Kohn-Sham gap (spin up / spin down) ... 5.97 / 6.47 eV
Energy ... -2588.66096 Eh